Entry from the Open Molecules 2025 dataset: C35H32AgN6O2 as an isolated structure (wB97M-V/def2-TZVPD).

Geometry (Å):
Ag1 0.35 1.64 0.76
C1 -5.60 2.06 -3.47
C2 -4.17 2.03 -2.98
C3 -3.16 2.77 -3.58
C4 -1.87 2.77 -3.10
C5 -1.46 2.02 -1.98
N1 -0.20 2.07 -1.47
C6 0.85 2.29 -2.32
C7 0.96 1.68 -3.59
C8 2.06 1.86 -4.41
C9 3.14 2.67 -4.03
C10 4.35 2.83 -4.91
C11 3.04 3.29 -2.79
C12 1.94 3.12 -1.97
N2 1.91 3.86 -0.75
C13 1.67 5.18 -0.62
C14 1.73 5.48 0.73
C15 2.00 4.24 1.34
N3 2.11 3.27 0.44
C16 -2.50 1.26 -1.39
C17 -3.80 1.28 -1.87
N4 -2.25 0.37 -0.29
C18 -2.39 -0.97 -0.30
C19 -2.19 -1.42 0.98
C20 -1.92 -0.25 1.71
N5 -1.97 0.83 0.94
H1 -5.64 2.25 -4.54
H2 -6.18 2.85 -2.98
H3 -6.10 1.11 -3.28
H4 -3.40 3.38 -4.45
H5 -1.12 3.38 -3.60
H6 0.16 1.04 -3.92
H7 2.09 1.36 -5.37
H8 4.07 2.85 -5.96
H9 5.06 2.00 -4.77
H10 4.88 3.75 -4.68
H11 3.84 3.93 -2.44
H12 1.48 5.79 -1.48
H13 1.58 6.43 1.19
H14 2.10 3.99 2.38
H15 -4.54 0.67 -1.35
H16 -2.62 -1.49 -1.22
H17 -2.20 -2.44 1.33
H18 -1.67 -0.14 2.76
C21 -0.99 -5.08 -1.06
C22 -0.81 -4.80 0.41
C23 -1.69 -5.39 1.32
C24 -1.57 -5.11 2.67
C25 -0.60 -4.24 3.13
C26 0.29 -3.65 2.24
N6 1.26 -2.73 2.61
C27 1.45 -2.23 3.91
C28 1.64 -3.09 5.00
C29 1.87 -2.58 6.26
C30 1.92 -1.21 6.47
C31 1.73 -0.35 5.40
C32 1.50 -0.84 4.11
C33 1.29 0.15 2.98
O1 0.88 1.29 3.27
O2 1.52 -0.26 1.80
C34 0.18 -3.93 0.86
C35 1.11 -3.23 -0.09
H19 -1.85 -5.73 -1.23
H20 -0.11 -5.59 -1.48
H21 -1.14 -4.17 -1.64
H22 -2.46 -6.06 0.96
H23 -2.27 -5.56 3.37
H24 -0.55 -4.00 4.18
H25 1.42 -1.97 1.94
H26 1.63 -4.16 4.83
H27 2.02 -3.26 7.09
H28 2.09 -0.81 7.46
H29 1.74 0.72 5.52
H30 2.14 -3.28 0.26
H31 0.86 -2.16 -0.16
H32 1.07 -3.65 -1.09

Computed properties:
Relative energy (zero: lowest compared OMol25 entry of this formula, charge and spin) (eV): 0.084
Net charge: -1
Max |F| (hartree/bohr): 0.0036
Multiplicity: 1
E_HOMO (eV): -4.0559

Mulliken population analysis, charges in e, atoms 1 to 5: number 1, Ag, carries 0.55; number 2, C, carries -1.50; number 3, C, carries 0.59; number 4, C, carries -1.09; number 5, C, carries -0.12

---

Entry from the Open Molecules 2025 dataset: C35H32BrCl2F6N2O7P3Sr as an isolated structure at a distorted geometry (wB97M-V/def2-TZVPD).

Geometry (Å):
Sr1 0.10 1.02 -0.26
F1 5.45 -0.43 5.81
C1 4.54 0.16 5.01
C2 4.53 1.54 4.86
F2 5.43 2.29 5.52
C3 3.58 2.13 4.04
F3 3.60 3.47 3.99
C4 2.63 1.39 3.34
P1 1.41 2.11 2.04
C5 0.49 2.83 3.47
C6 0.70 4.12 3.95
C7 -0.14 4.63 4.93
C8 -1.18 3.87 5.43
C9 -1.36 2.57 4.99
C10 -0.52 2.05 4.03
C11 2.56 3.41 1.50
C12 3.83 2.98 1.13
C13 4.70 3.82 0.46
C14 4.30 5.10 0.12
C15 3.03 5.54 0.48
C16 2.17 4.70 1.16
C17 2.65 0.02 3.53
Br1 1.33 -1.08 2.72
C18 3.58 -0.60 4.35
F4 3.57 -1.93 4.54
H1 1.48 4.74 3.54
H2 0.03 5.64 5.29
H3 -1.87 4.30 6.15
H4 -2.17 1.97 5.37
H5 -0.68 1.05 3.67
H6 4.13 1.96 1.34
H7 5.68 3.46 0.19
H8 4.95 5.75 -0.45
H9 2.69 6.53 0.21
H10 1.16 5.03 1.37
C19 -2.83 -1.74 -5.56
C20 -3.10 -0.97 -4.27
C21 -2.76 0.50 -4.40
C22 -3.66 1.32 -5.06
C23 -3.46 2.68 -5.16
C24 -2.32 3.23 -4.59
C25 -1.39 2.45 -3.94
C26 -0.19 3.10 -3.32
C27 1.14 2.75 -3.99
C28 -1.59 1.06 -3.84
N1 -0.73 0.29 -3.08
C29 -0.11 -0.74 -3.54
C30 0.58 -1.64 -2.71
C31 1.25 -2.83 -3.08
C32 1.70 -3.41 -1.91
C33 1.30 -2.56 -0.88
N2 0.62 -1.50 -1.34
H11 -3.12 -2.79 -5.44
H12 -1.78 -1.70 -5.82
H13 -3.41 -1.33 -6.39
H14 -2.53 -1.41 -3.45
H15 -4.17 -1.05 -4.03
H16 -4.56 0.89 -5.49
H17 -4.18 3.31 -5.67
H18 -2.17 4.30 -4.63
H19 -0.11 2.77 -2.29
H20 -0.33 4.18 -3.31
H21 1.37 1.70 -3.84
H22 1.93 3.35 -3.54
H23 1.10 2.98 -5.06
H24 -0.09 -0.96 -4.62
H25 1.38 -3.19 -4.09
H26 2.24 -4.33 -1.81
H27 1.47 -2.70 0.18
O1 -3.28 2.62 1.55
P2 -2.32 1.74 0.58
O2 -1.12 1.31 1.39
O3 -3.09 0.66 -0.06
O4 -1.85 2.80 -0.55
P3 -0.59 3.75 -0.03
O5 -0.92 3.85 1.54
O6 -0.66 5.06 -0.70
O7 0.67 2.94 -0.16
H28 -2.77 3.39 1.80
H29 -0.90 2.81 1.45
F5 3.28 -0.05 -2.07
C34 2.74 0.65 -0.98
F6 3.45 0.05 0.10
H30 3.25 1.63 -1.07
Cl1 -1.86 -2.15 0.02
C35 -2.92 -3.50 0.65
Cl2 -2.07 -5.02 0.69
H31 -3.77 -3.62 -0.01
H32 -3.22 -3.27 1.67

Computed properties:
Relative energy (zero: lowest compared OMol25 entry of this formula, charge and spin) (eV): 6.651
Net charge: -2
Max |F| (hartree/bohr): 0.2389
Multiplicity: 1
E_HOMO (eV): -1.1547

Mulliken population analysis, charges in e, atoms 1 to 5: number 1, Sr, carries 2.21; number 2, F, carries -0.33; number 3, C, carries 0.35; number 4, C, carries 0.30; number 5, F, carries -0.32

---

Entry from the Open Molecules 2025 dataset: C35H32BrCsN16O3S2 as an isolated structure (wB97M-V/def2-TZVPD).

Geometry (Å):
Cs1 -0.11 0.26 1.70
C1 -2.07 -1.34 -3.10
C2 -2.15 -0.26 -3.97
C3 -1.63 0.96 -3.56
C4 -1.07 1.07 -2.29
N1 -1.01 0.03 -1.45
C5 -1.48 -1.14 -1.86
C6 -0.53 2.37 -1.80
C7 0.00 3.32 -2.67
C8 0.48 4.51 -2.16
C9 0.43 4.72 -0.79
C10 -0.10 3.72 0.01
N2 -0.57 2.57 -0.48
H1 -2.43 -2.32 -3.39
H2 -2.58 -0.37 -4.95
H3 -1.70 1.83 -4.21
H4 -1.37 -1.97 -1.17
H5 0.05 3.11 -3.73
H6 0.89 5.26 -2.82
H7 0.79 5.63 -0.35
H8 -0.14 3.82 1.09
N3 -3.47 1.96 0.63
C11 -3.35 2.64 1.79
N4 -4.42 3.30 2.24
C12 -4.24 3.90 3.41
N5 -5.28 4.57 3.93
N6 -3.09 3.91 4.12
C13 -2.11 3.23 3.56
N7 -2.16 2.57 2.41
C14 -0.80 3.21 4.30
C15 -0.76 3.57 5.64
C16 0.46 3.52 6.29
C17 1.58 3.12 5.59
C18 1.44 2.78 4.26
N8 0.28 2.82 3.61
H9 -4.29 2.13 0.07
H10 -2.62 1.66 0.17
H11 -6.15 4.59 3.43
H12 -5.17 5.05 4.80
H13 -1.67 3.88 6.13
H14 0.53 3.79 7.34
H15 2.55 3.06 6.07
H16 2.30 2.46 3.67
C19 2.92 -4.87 -1.92
C20 2.72 -4.63 -0.48
N9 3.23 -5.34 0.48
N10 2.78 -4.75 1.62
C21 1.99 -3.69 1.42
S1 1.31 -2.74 2.62
N11 1.95 -3.60 0.06
N12 1.18 -2.64 -0.64
H17 3.64 -5.67 -2.05
H18 3.27 -3.97 -2.43
H19 1.99 -5.14 -2.41
H20 3.04 -5.11 2.52
H21 1.67 -1.75 -0.56
H22 1.19 -2.89 -1.64
O1 0.01 -3.46 -5.80
S2 0.93 -3.61 -4.70
O2 0.32 -3.44 -3.38
O3 1.85 -4.73 -4.78
C22 2.04 -2.17 -4.79
N13 2.28 -1.59 -5.95
C23 3.07 -0.52 -5.93
C24 3.54 0.03 -4.76
C25 3.20 -0.64 -3.59
N14 2.51 -1.77 -3.61
C26 3.39 -0.09 -2.23
C27 2.85 1.15 -1.98
C28 2.64 1.53 -0.67
N15 2.97 0.78 0.38
C29 3.62 -0.36 0.13
C30 3.83 -0.85 -1.15
H23 3.30 -0.07 -6.89
H24 4.13 0.94 -4.74
H25 2.49 1.77 -2.79
H26 2.12 2.46 -0.45
H27 3.91 -0.94 1.00
H28 4.27 -1.83 -1.30
Br1 -1.87 -0.90 4.79
C31 -2.64 -2.07 3.50
C32 -3.12 -3.30 3.93
C33 -3.67 -4.13 2.97
C34 -3.72 -3.70 1.65
C35 -3.21 -2.45 1.35
N16 -2.67 -1.64 2.26
H29 -3.06 -3.59 4.97
H30 -4.06 -5.10 3.25
H31 -4.15 -4.32 0.87
H32 -3.23 -2.07 0.33

Computed properties:
Relative energy (zero: lowest compared OMol25 entry of this formula, charge and spin) (eV): 0.000
Max |F| (hartree/bohr): 0.0073
Multiplicity: 1
E_HOMO (eV): -7.8250

Mulliken population analysis, charges in e, atoms 1 to 5: number 1, Cs, carries 1.05; number 2, C, carries -1.02; number 3, C, carries -0.83; number 4, C, carries -0.89; number 5, C, carries -0.04

---

What did the third record say?
Entry from the Open Molecules 2025 dataset: C35H32BrCsN16O3S2 as an isolated structure (wB97M-V/def2-TZVPD).

Geometry (Å):
Cs1 -0.11 0.26 1.70
C1 -2.07 -1.34 -3.10
C2 -2.15 -0.26 -3.97
C3 -1.63 0.96 -3.56
C4 -1.07 1.07 -2.29
N1 -1.01 0.03 -1.45
C5 -1.48 -1.14 -1.86
C6 -0.53 2.37 -1.80
C7 0.00 3.32 -2.67
C8 0.48 4.51 -2.16
C9 0.43 4.72 -0.79
C10 -0.10 3.72 0.01
N2 -0.57 2.57 -0.48
H1 -2.43 -2.32 -3.39
H2 -2.58 -0.37 -4.95
H3 -1.70 1.83 -4.21
H4 -1.37 -1.97 -1.17
H5 0.05 3.11 -3.73
H6 0.89 5.26 -2.82
H7 0.79 5.63 -0.35
H8 -0.14 3.82 1.09
N3 -3.47 1.96 0.63
C11 -3.35 2.64 1.79
N4 -4.42 3.30 2.24
C12 -4.24 3.90 3.41
N5 -5.28 4.57 3.93
N6 -3.09 3.91 4.12
C13 -2.11 3.23 3.56
N7 -2.16 2.57 2.41
C14 -0.80 3.21 4.30
C15 -0.76 3.57 5.64
C16 0.46 3.52 6.29
C17 1.58 3.12 5.59
C18 1.44 2.78 4.26
N8 0.28 2.82 3.61
H9 -4.29 2.13 0.07
H10 -2.62 1.66 0.17
H11 -6.15 4.59 3.43
H12 -5.17 5.05 4.80
H13 -1.67 3.88 6.13
H14 0.53 3.79 7.34
H15 2.55 3.06 6.07
H16 2.30 2.46 3.67
C19 2.92 -4.87 -1.92
C20 2.72 -4.63 -0.48
N9 3.23 -5.34 0.48
N10 2.78 -4.75 1.62
C21 1.99 -3.69 1.42
S1 1.31 -2.74 2.62
N11 1.95 -3.60 0.06
N12 1.18 -2.64 -0.64
H17 3.64 -5.67 -2.05
H18 3.27 -3.97 -2.43
H19 1.99 -5.14 -2.41
H20 3.04 -5.11 2.52
H21 1.67 -1.75 -0.56
H22 1.19 -2.89 -1.64
O1 0.01 -3.46 -5.80
S2 0.93 -3.61 -4.70
O2 0.32 -3.44 -3.38
O3 1.85 -4.73 -4.78
C22 2.04 -2.17 -4.79
N13 2.28 -1.59 -5.95
C23 3.07 -0.52 -5.93
C24 3.54 0.03 -4.76
C25 3.20 -0.64 -3.59
N14 2.51 -1.77 -3.61
C26 3.39 -0.09 -2.23
C27 2.85 1.15 -1.98
C28 2.64 1.53 -0.67
N15 2.97 0.78 0.38
C29 3.62 -0.36 0.13
C30 3.83 -0.85 -1.15
H23 3.30 -0.07 -6.89
H24 4.13 0.94 -4.74
H25 2.49 1.77 -2.79
H26 2.12 2.46 -0.45
H27 3.91 -0.94 1.00
H28 4.27 -1.83 -1.30
Br1 -1.87 -0.90 4.79
C31 -2.64 -2.07 3.50
C32 -3.12 -3.30 3.93
C33 -3.67 -4.13 2.97
C34 -3.72 -3.70 1.65
C35 -3.21 -2.45 1.35
N16 -2.67 -1.64 2.26
H29 -3.06 -3.59 4.97
H30 -4.06 -5.10 3.25
H31 -4.15 -4.32 0.87
H32 -3.23 -2.07 0.33

Computed properties:
Relative energy (zero: lowest compared OMol25 entry of this formula, charge and spin) (eV): 0.000
Max |F| (hartree/bohr): 0.0073
Multiplicity: 1
E_HOMO (eV): -7.8250

Mulliken population analysis, charges in e, atoms 1 to 5: number 1, Cs, carries 1.05; number 2, C, carries -1.02; number 3, C, carries -0.83; number 4, C, carries -0.89; number 5, C, carries -0.04

---

Copy entry 1 word for word.
Entry from the Open Molecules 2025 dataset: C35H32AgN6O2 as an isolated structure (wB97M-V/def2-TZVPD).

Geometry (Å):
Ag1 0.35 1.64 0.76
C1 -5.60 2.06 -3.47
C2 -4.17 2.03 -2.98
C3 -3.16 2.77 -3.58
C4 -1.87 2.77 -3.10
C5 -1.46 2.02 -1.98
N1 -0.20 2.07 -1.47
C6 0.85 2.29 -2.32
C7 0.96 1.68 -3.59
C8 2.06 1.86 -4.41
C9 3.14 2.67 -4.03
C10 4.35 2.83 -4.91
C11 3.04 3.29 -2.79
C12 1.94 3.12 -1.97
N2 1.91 3.86 -0.75
C13 1.67 5.18 -0.62
C14 1.73 5.48 0.73
C15 2.00 4.24 1.34
N3 2.11 3.27 0.44
C16 -2.50 1.26 -1.39
C17 -3.80 1.28 -1.87
N4 -2.25 0.37 -0.29
C18 -2.39 -0.97 -0.30
C19 -2.19 -1.42 0.98
C20 -1.92 -0.25 1.71
N5 -1.97 0.83 0.94
H1 -5.64 2.25 -4.54
H2 -6.18 2.85 -2.98
H3 -6.10 1.11 -3.28
H4 -3.40 3.38 -4.45
H5 -1.12 3.38 -3.60
H6 0.16 1.04 -3.92
H7 2.09 1.36 -5.37
H8 4.07 2.85 -5.96
H9 5.06 2.00 -4.77
H10 4.88 3.75 -4.68
H11 3.84 3.93 -2.44
H12 1.48 5.79 -1.48
H13 1.58 6.43 1.19
H14 2.10 3.99 2.38
H15 -4.54 0.67 -1.35
H16 -2.62 -1.49 -1.22
H17 -2.20 -2.44 1.33
H18 -1.67 -0.14 2.76
C21 -0.99 -5.08 -1.06
C22 -0.81 -4.80 0.41
C23 -1.69 -5.39 1.32
C24 -1.57 -5.11 2.67
C25 -0.60 -4.24 3.13
C26 0.29 -3.65 2.24
N6 1.26 -2.73 2.61
C27 1.45 -2.23 3.91
C28 1.64 -3.09 5.00
C29 1.87 -2.58 6.26
C30 1.92 -1.21 6.47
C31 1.73 -0.35 5.40
C32 1.50 -0.84 4.11
C33 1.29 0.15 2.98
O1 0.88 1.29 3.27
O2 1.52 -0.26 1.80
C34 0.18 -3.93 0.86
C35 1.11 -3.23 -0.09
H19 -1.85 -5.73 -1.23
H20 -0.11 -5.59 -1.48
H21 -1.14 -4.17 -1.64
H22 -2.46 -6.06 0.96
H23 -2.27 -5.56 3.37
H24 -0.55 -4.00 4.18
H25 1.42 -1.97 1.94
H26 1.63 -4.16 4.83
H27 2.02 -3.26 7.09
H28 2.09 -0.81 7.46
H29 1.74 0.72 5.52
H30 2.14 -3.28 0.26
H31 0.86 -2.16 -0.16
H32 1.07 -3.65 -1.09

Computed properties:
Relative energy (zero: lowest compared OMol25 entry of this formula, charge and spin) (eV): 0.084
Net charge: -1
Max |F| (hartree/bohr): 0.0036
Multiplicity: 1
E_HOMO (eV): -4.0559

Mulliken population analysis, charges in e, atoms 1 to 5: number 1, Ag, carries 0.55; number 2, C, carries -1.50; number 3, C, carries 0.59; number 4, C, carries -1.09; number 5, C, carries -0.12

---

> Look up the relative energy (zero: lowest compared OMol25 entry of this formula, charge and spin) of the second one.

6.651 eV